{"formula": "C9H20N4NaO3S", "method": "ωB97M-V/def2-TZVPD", "symbols": ["Na", "C", "N", "C", "C", "O", "C", "O", "C", "C", "O", "N", "C", "C", "H", "H", "H", "H", "H", "H", "H", "H", "H", "H", "H", "H", "H", "H", "H", "H", "N", "C", "N", "S", "H", "H", "H", "H"], "coordinates": [[-0.157448, -0.355855, -0.033690], [-3.153870, -0.020436, 3.449281], [-3.280506, -0.992048, 2.383375], [-4.274266, -2.022215, 2.589081], [-2.552428, -0.839359, 1.275629], [-1.721011, 0.054272, 1.141119], [-2.768524, -1.828615, 0.130760], [-1.769445, -1.619496, -0.841570], [-2.194727, -1.088285, -2.074252], [-1.019160, -0.332421, -2.683059], [-0.137513, 0.105119, -1.946829], [-1.010547, -0.171774, -4.005378], [-2.040358, -0.655863, -4.900090], [0.135928, 0.449256, -4.636157], [-2.812014, -0.510198, 4.358655], [-4.119544, 0.453022, 3.625404], [-2.431936, 0.731576, 3.148511], [-4.547269, -2.015051, 3.641998], [-3.883766, -3.008480, 2.342466], [-5.176432, -1.842332, 1.999232], [-3.773696, -1.697060, -0.288729], [-2.682519, -2.857988, 0.499028], [-3.018258, -0.375430, -1.942252], [-2.522943, -1.900735, -2.732496], [-3.036441, -0.488957, -4.495402], [-1.914608, -1.720823, -5.112229], [-1.961261, -0.118030, -5.842403], [0.874980, 0.663743, -3.868038], [-0.152654, 1.377200, -5.130183], [0.563445, -0.228365, -5.376034], [0.390376, -3.161178, 4.118406], [0.954387, -2.154565, 3.426459], [1.624507, -1.217474, 4.112980], [0.770570, -2.086759, 1.778648], [0.649518, -3.350372, 5.071756], [-0.054367, -3.893227, 3.589292], [1.826832, -1.325346, 5.092758], [2.084910, -0.479573, 3.608460]], "forces_ev_per_a": [[1.685, -0.089, 1.047], [0.118, 0.310, 0.029], [0.058, 0.109, 0.066], [-0.178, -0.255, -0.244], [-0.117, -0.084, 0.006], [-1.079, 0.494, 0.642], [-0.130, -0.233, 0.125], [-0.276, -0.260, -0.073], [-0.163, -0.138, -0.261], [-0.192, -0.076, -0.200], [0.172, 0.345, -1.384], [0.101, 0.099, -0.041], [-0.255, -0.309, -0.065], [0.375, 0.209, 0.053], [-0.012, -0.010, 0.108], [-0.004, 0.025, 0.095], [-0.030, 0.016, 0.088], [-0.017, -0.082, -0.064], [-0.019, -0.047, 0.028], [-0.020, -0.012, 0.043], [0.082, -0.058, 0.072], [-0.028, 0.162, -0.087], [-0.017, -0.052, -0.012], [-0.038, 0.128, 0.064], [-0.025, 0.034, -0.035], [-0.025, 0.010, -0.024], [-0.044, 0.040, 0.068], [-0.010, 0.020, -0.161], [-0.020, 0.001, -0.003], [-0.012, -0.007, 0.000], [0.119, 0.024, 0.194], [-0.124, 0.129, 0.265], [0.025, -0.166, 0.167], [0.072, -0.266, -0.606], [-0.050, -0.028, 0.053], [0.124, 0.063, 0.055], [-0.011, 0.061, 0.011], [-0.034, -0.109, -0.017]], "lowdin_charge": [0.31, -0.01, -0.13, -0.03, -0.42, -0.01, -0.09, -0.16, -0.08, -0.39, 0.01, -0.13, -0.03, -0.01, 0.10, 0.10, 0.09, 0.10, 0.09, 0.10, 0.15, 0.14, 0.16, 0.14, 0.09, 0.11, 0.10, 0.09, 0.10, 0.10, 0.09, -0.94, 0.11, 0.73, 0.11, 0.09, 0.11, 0.10], "homo_energy_ha": -0.424, "spin_multiplicity": 1, "energy_ha": -1360.0624, "total_charge": 1}